(1)
Formula: C5H4O2
Source: the OMol25 dataset
Level of theory: wB97M-V/def2-TZVPD

Atoms and positions in Å:
C -2.93 -0.02 -0.05
C -1.71 0.11 -0.03
C -0.35 0.17 0.07
C 0.57 1.17 0.09
C 1.65 -0.74 -0.03
H -4.05 -0.22 0.07
H 0.35 2.29 -0.17
H 2.07 -1.14 0.91
H 2.23 -1.16 -0.80
O 1.93 0.63 -0.06
O 0.24 -1.08 0.00

Properties
- total charge = 0
- multiplicity = 1
- LUMO (eV) = 0.8
- highest occupied orbital energy (eV) = -8.254
- SMILES = C#CC1=COCO1

(2)
Formula: C20H20F2N6O2
Source: the OMol25 dataset
Level of theory: wB97M-V/def2-TZVPD

Atoms and positions in Å:
O -2.82 -0.37 -4.74
F 6.13 2.11 2.00
F 2.75 -0.67 0.01
N 0.75 1.35 3.55
N 0.72 0.66 4.66
O 0.83 1.56 0.50
C -2.48 -0.35 -3.60
C 3.99 3.18 1.68
C 4.43 0.96 1.01
C 2.65 2.96 1.28
C -1.08 -1.55 2.41
C -1.37 -1.25 1.07
C 4.88 2.15 1.55
C 3.08 0.64 0.50
C 0.23 0.50 2.54
C 2.20 1.70 0.72
C 0.20 0.55 1.14
C -0.36 -0.60 3.14
C -0.62 -0.26 0.40
N -0.06 -0.48 4.47
N -2.72 0.71 -2.73
N 0.34 -2.50 -3.76
N -1.01 -2.42 -4.19
C -0.22 -1.59 5.53
C -3.44 1.88 -3.05
C -2.48 0.35 -1.33
C 0.62 -1.35 -2.88
C -1.78 -1.69 -3.13
C -0.97 -0.13 -1.12
C -0.71 -1.36 -2.02
H 4.24 4.23 2.01
H 5.12 0.22 1.00
H 2.02 3.84 1.31
H -1.67 -2.38 2.83
H -1.92 -1.98 0.50
H 0.38 -3.37 -3.28
H -1.03 -1.77 -4.99
H -0.09 -2.55 5.13
H 0.46 -1.35 6.38
H -1.20 -1.51 5.95
H -3.73 2.52 -2.10
H -2.71 2.44 -3.70
H -4.38 1.69 -3.73
H -2.78 1.21 -0.64
H -3.24 -0.27 -0.87
H 1.54 -1.36 -2.31
H 0.76 -0.46 -3.47
H -2.54 -2.29 -2.76
H -0.22 0.72 -1.47
H -0.71 -2.24 -1.41

Properties
- total charge = 0
- multiplicity = 1
- LUMO (eV) = 0.2
- highest occupied orbital energy (eV) = -8.800
- SMILES = CN1C[C@@H](c2ccc3c(nnn3C)c2Oc2ccc(F)cc2F)[C@@H]2CNN[C@@H]2C1=O

(3)
Formula: C3H2N2O
Source: the OMol25 dataset
Level of theory: wB97M-V/def2-TZVPD

Atoms and positions in Å:
C -0.09 -0.20 0.53
C -0.86 -0.21 -0.56
C 3.43 0.04 -0.17
N 1.13 -0.68 0.08
N 2.31 -0.02 0.22
O 4.59 0.11 -0.20
H -0.32 0.52 1.40
H -0.95 -0.69 -1.55

Properties
- total charge = 0
- multiplicity = 1
- LUMO (spin up / spin down) (eV) = -0.7 / -1.1
- highest occupied orbital energy (spin up / spin down) (eV) = -8.756 / -9.554

(4)
Formula: C34H59AlBr2Cl4FN4O12
Source: the OMol25 dataset
Level of theory: wB97M-V/def2-TZVPD

Atoms and positions in Å:
C 0.77 0.22 -0.88
C 0.46 -1.08 0.06
C 0.27 -2.54 -0.74
C 0.28 -1.10 1.54
C 1.24 -0.42 2.67
C 2.64 0.23 2.12
C 3.87 -0.84 1.89
C 3.42 -2.41 1.83
C 4.73 -0.30 0.60
C 6.13 -1.13 0.41
C 6.69 -1.16 -1.16
C 7.36 0.28 -1.65
C 7.84 0.31 -3.21
C 6.69 0.63 -4.32
Br 4.89 1.13 -3.61
O 7.93 -1.98 -0.98
C 7.72 -3.38 -1.39
O 8.09 -4.50 -0.76
O 6.92 -3.20 -2.65
C 5.96 -2.13 -2.25
C 4.66 -3.06 -1.77
O 3.45 -2.54 -1.44
O 4.74 -4.56 -1.69
H 0.34 0.02 -1.97
H 0.42 1.24 -0.43
H 1.96 0.25 -1.03
H 0.41 -2.43 -1.91
H -0.88 -2.83 -0.59
H 0.89 -3.41 -0.27
H -0.66 -1.71 1.94
H 0.61 0.42 3.23
H 1.52 -1.22 3.50
H 3.01 0.98 2.98
H 2.55 0.88 1.16
H 4.60 -0.74 2.83
H 3.00 -2.75 2.89
H 4.32 -3.16 1.61
H 2.60 -2.62 1.02
H 4.08 -0.23 -0.40
H 5.03 0.82 0.84
H 6.96 -0.56 1.04
H 6.12 -2.23 0.80
H 6.71 1.23 -1.32
H 8.35 0.38 -1.00
H 8.25 -0.78 -3.45
H 8.79 1.01 -3.27
H 6.57 -0.30 -5.01
H 7.11 1.51 -5.01
H 5.57 -1.70 -3.27
O 6.70 -5.22 2.18
H 7.50 -5.53 2.63
H 6.78 -5.58 1.29
C -5.45 0.79 1.42
C -3.98 1.11 1.27
C -3.08 -0.05 1.57
O -1.86 0.59 1.88
C -2.20 1.80 2.42
O -1.43 2.55 3.00
O -3.53 2.06 2.23
H -5.93 0.77 0.44
H -5.61 -0.20 1.87
H -5.97 1.53 2.04
H -3.78 1.53 0.28
H -2.97 -0.73 0.72
H -3.39 -0.62 2.45
C -6.70 2.66 4.91
Cl -7.41 3.06 6.49
Cl -7.06 3.96 3.75
Cl -4.93 2.48 5.08
Cl -7.39 1.13 4.31
Al 10.12 -0.11 -0.99
C -0.78 0.47 -5.30
C -1.34 -0.90 -4.90
C -2.25 -1.53 -5.98
O -3.56 -0.97 -6.05
C -3.66 0.21 -6.82
N -2.05 -0.76 -3.62
H -1.53 1.26 -5.25
H 0.03 0.75 -4.62
H -0.37 0.44 -6.32
H -0.49 -1.57 -4.75
H -2.39 -2.59 -5.72
H -1.77 -1.52 -6.97
H -2.98 0.20 -7.68
H -3.46 1.09 -6.19
H -4.68 0.30 -7.19
H -2.35 -1.69 -3.31
H -2.93 -0.27 -3.81
C -2.56 -3.33 3.50
O -2.36 -2.35 2.80
N -2.12 -4.56 3.19
N -3.25 -3.26 4.66
H -2.28 -5.37 3.76
H -1.60 -4.65 2.33
H -3.60 -2.35 4.93
H -3.43 -4.05 5.25
C 1.42 5.30 3.13
C 1.52 4.15 2.12
O 2.62 3.48 2.41
H 2.28 5.98 3.08
H 0.52 5.90 2.93
H 1.34 4.94 4.17
H 1.45 4.63 1.13
H 0.55 3.63 2.17
N -10.88 2.29 1.62
C -12.11 2.57 1.15
C -12.79 3.75 1.42
C -12.17 4.70 2.23
C -10.90 4.43 2.73
C -10.30 3.23 2.40
H -12.56 1.80 0.53
H -13.78 3.93 1.01
H -12.67 5.63 2.46
H -10.38 5.15 3.36
H -9.31 2.97 2.77
Br 12.50 1.26 -1.37
F 8.00 0.74 -6.16

Properties
- total charge = -1
- multiplicity = 1
- LUMO (eV) = -3.4
- highest occupied orbital energy (eV) = -5.087

(5)
Formula: C67H73CaN5O5S
Source: the OMol25 dataset
Level of theory: wB97M-V/def2-TZVPD

Atoms and positions in Å:
Ca -1.34 0.05 0.71
C -0.86 -3.23 2.32
O -0.70 -2.29 1.26
C 0.20 -2.71 0.27
C -0.28 -3.45 -0.80
C -1.75 -3.76 -1.02
C -2.28 -3.01 -2.23
C -2.46 -3.62 -3.46
C -2.85 -2.91 -4.59
C -3.05 -1.54 -4.43
C -2.87 -0.89 -3.22
C -2.96 0.61 -3.09
C -1.57 1.23 -3.11
C -0.83 1.10 -4.28
C 0.48 1.54 -4.39
C 1.06 2.11 -3.26
C 0.36 2.27 -2.07
C 1.10 2.88 -0.89
C 2.15 2.00 -0.24
C 3.41 2.45 0.10
C 4.32 1.67 0.83
C 3.90 0.40 1.23
C 2.64 -0.09 0.90
C 2.09 -1.41 1.42
C 1.54 -2.33 0.35
C 2.41 -2.76 -0.65
C 1.98 -3.53 -1.72
C 0.63 -3.86 -1.77
C 2.91 -4.01 -2.83
C 2.92 -5.55 -2.86
C 2.41 -3.48 -4.17
C 4.35 -3.52 -2.63
C 1.78 0.69 0.13
O 0.60 0.25 -0.19
C 5.70 2.24 1.17
C 6.56 1.24 1.95
C 6.45 2.60 -0.13
C 5.54 3.50 2.02
C -0.97 1.85 -2.02
O -1.69 2.02 -0.82
C -2.67 3.05 -0.84
C 1.22 1.38 -5.72
C 1.29 -0.11 -6.08
C 2.64 1.93 -5.65
C 0.46 2.13 -6.82
C -2.49 -1.63 -2.09
O -2.32 -1.04 -0.93
C -3.03 -3.55 -5.96
C -4.47 -3.34 -6.45
C -2.74 -5.05 -5.94
C -2.06 -2.90 -6.96
H -1.07 -4.22 1.91
H -1.69 -2.90 2.93
H 0.05 -3.28 2.93
H -2.33 -3.50 -0.14
H -1.86 -4.84 -1.19
H -2.27 -4.69 -3.53
H -3.35 -0.94 -5.29
H -3.49 0.87 -2.17
H -3.54 1.02 -3.92
H -1.31 0.61 -5.12
H 2.09 2.43 -3.28
H 0.37 3.18 -0.13
H 1.58 3.80 -1.24
H 3.70 3.46 -0.19
H 4.56 -0.22 1.82
H 1.30 -1.20 2.14
H 2.89 -1.94 1.96
H 3.44 -2.43 -0.58
H 0.24 -4.42 -2.61
H 1.93 -5.95 -3.05
H 3.27 -5.95 -1.90
H 3.59 -5.91 -3.65
H 1.40 -3.82 -4.40
H 3.06 -3.80 -4.98
H 2.39 -2.39 -4.16
H 4.78 -3.90 -1.70
H 4.40 -2.43 -2.61
H 4.97 -3.87 -3.45
H 6.71 0.32 1.38
H 6.11 0.99 2.91
H 7.54 1.68 2.14
H 6.61 1.70 -0.73
H 7.42 3.04 0.11
H 5.89 3.31 -0.73
H 4.98 3.28 2.93
H 5.01 4.29 1.48
H 6.52 3.89 2.31
H -2.61 3.62 -1.76
H -2.49 3.72 0.01
H -3.67 2.62 -0.76
H 1.89 -0.65 -5.35
H 1.75 -0.23 -7.07
H 0.31 -0.57 -6.11
H 3.24 1.41 -4.90
H 2.65 3.00 -5.43
H 3.13 1.78 -6.62
H -0.54 1.73 -6.96
H 0.99 2.05 -7.77
H 0.36 3.19 -6.56
H -5.17 -3.81 -5.76
H -4.61 -3.78 -7.44
H -4.72 -2.28 -6.52
H -3.41 -5.58 -5.26
H -1.71 -5.26 -5.64
H -2.88 -5.46 -6.94
H -2.26 -1.83 -7.07
H -2.15 -3.36 -7.95
H -1.02 -3.01 -6.62
S -0.21 0.30 8.66
C -0.41 0.00 6.93
C 0.68 -0.40 6.17
C 0.51 -0.57 4.80
N -0.65 -0.40 4.18
C -1.69 -0.04 4.92
C -1.63 0.18 6.29
C -1.67 -0.50 9.29
C -2.54 0.18 10.12
C -3.65 -0.49 10.62
N -3.93 -1.76 10.33
C -3.09 -2.40 9.53
C -1.94 -1.83 8.99
H 1.65 -0.57 6.63
H 1.35 -0.87 4.18
H -2.64 0.09 4.40
H -2.51 0.49 6.84
H -2.36 1.22 10.38
H -4.34 0.02 11.28
H -3.33 -3.43 9.30
H -1.29 -2.40 8.35
O -4.95 -0.93 0.02
C -3.98 -0.55 0.46
N -5.05 8.32 7.28
C -4.47 7.55 6.66
C -3.75 6.58 5.88
C -2.47 6.19 6.27
C -1.77 5.26 5.53
C -2.35 4.73 4.38
C -3.61 5.12 3.97
C -4.32 6.05 4.73
N -1.63 3.77 3.62
C -0.27 3.74 3.40
C -0.04 2.64 2.64
N -1.22 1.98 2.40
C -2.16 2.69 2.99
H -2.03 6.61 7.17
H -0.80 4.92 5.85
H -4.04 4.73 3.06
H -5.30 6.36 4.42
H 0.39 4.51 3.76
H 0.90 2.27 2.24
H -3.21 2.45 3.02

Properties
- total charge = 0
- multiplicity = 1
- LUMO (eV) = -0.6
- highest occupied orbital energy (eV) = -6.744

(6)
Formula: C4H3LiLuO6
Source: the OMol25 dataset
Level of theory: wB97M-V/def2-TZVPD

Atoms and positions in Å:
O 2.28 1.81 -2.63
C 1.34 1.23 -2.01
O 0.83 0.15 -2.41
O 0.88 1.86 -0.92
C -0.34 1.49 -0.29
O -1.30 -0.28 0.94
C -1.23 -1.38 1.71
C -0.14 0.49 0.71
O -0.35 -1.54 2.59
O -2.13 -2.24 1.49
Li 2.12 0.32 -3.88
Lu -1.92 -4.13 3.10
H -1.15 1.29 -1.00
H 0.74 -0.16 0.63
H 0.37 1.09 1.97

Properties
- total charge = 0
- multiplicity = 2
- LUMO (spin up / spin down) (eV) = -0.5 / -0.5
- <S²> = 0.758
- highest occupied orbital energy (spin up / spin down) (eV) = -7.561 / -7.565

What F_max values result from the calculations? In sequence: 5.36; 3.92; 3.63; 9.49; 0.68; 5.53 eV/A.